# 1
# C3H4N2

An isolated molecule of C3H4N2 (the ωB97M-V functional and the def2-TZVPD basis, the Open Molecules 2025 dataset).

Geometry as XYZ:
```
9
C3H4N2 | the Open Molecules 2025 dataset | the ωB97M-V functional and the def2-TZVPD basis
N 2.166 -0.122 0.131
C 1.535 -0.102 -0.870
C 0.224 0.567 -0.120
C -0.963 -0.307 -0.256
N -0.503 0.134 1.056
H 0.228 1.633 -0.328
H -1.897 0.127 -0.605
H -0.775 -1.336 -0.577
H -0.015 -0.594 1.568
```

Frontier orbital gap (Eh): 0.376
Energy above the lowest of the compared OMol25 structures with the same formula, charge and spin (kcal/mol): 90.6
LUMO energy (eV): -0.1
HOMO level (eV): -10.29
SMILES: N#C[C@H]1CN1
E_tot (Ha): -226.08073


# 2
# C3H4N2

A cluster of 2 separate species, C3H4N2 in total (the ωB97M-V functional and the def2-TZVPD basis, the Open Molecules 2025 dataset).

Geometry as XYZ:
```
9
C3H4N2 | the Open Molecules 2025 dataset | the ωB97M-V functional and the def2-TZVPD basis
C 0.053 -1.151 -0.507
C -0.065 -0.446 0.461
C -0.294 0.418 1.619
N 0.794 -0.054 -2.933
N 0.398 0.956 -2.772
H 0.018 -1.655 -1.496
H -0.419 1.306 1.102
H 0.625 0.486 2.111
H -1.112 0.139 2.415
```

Frontier orbital gap (Eh): 0.405
Energy above the lowest of the compared OMol25 structures with the same formula, charge and spin (kcal/mol): 36.5
LUMO energy (eV): 1.1
HOMO level (eV): -9.94
SMILES: C#CC.N#N
E_tot (Ha): -226.16707


# 3
# C3H4N2O

A structure of composition C3H4N2O (the ωB97M-V functional and the def2-TZVPD basis, the Open Molecules 2025 dataset).

Geometry as XYZ:
```
10
C3H4N2O | the Open Molecules 2025 dataset | the ωB97M-V functional and the def2-TZVPD basis
N -1.360 1.406 0.033
C -0.185 1.428 0.486
O 0.711 0.421 0.274
C 0.279 -0.651 -0.470
C 1.054 -1.828 -0.417
N 1.693 -2.806 -0.388
H -1.864 2.253 0.290
H 0.311 2.199 1.082
H -0.485 -0.467 -1.222
H -0.154 -1.956 0.331
```

Frontier orbital gap (Eh): 0.337
Energy above the lowest of the compared OMol25 structures with the same formula, charge and spin (kcal/mol): 108.0
LUMO energy (eV): 0.2
HOMO level (eV): -9.01
E_tot (Ha): -301.31514


# 4
# C3H4N2O

A cluster of 2 separate species, C3H4N2O in total (the ωB97M-V functional and the def2-TZVPD basis, the Open Molecules 2025 dataset).

Geometry as XYZ:
```
10
C3H4N2O | the Open Molecules 2025 dataset | the ωB97M-V functional and the def2-TZVPD basis
O 2.247 0.798 -0.360
C 1.410 -0.147 0.045
N 1.155 -1.369 0.051
C -1.737 -0.525 0.154
C -2.276 0.546 0.044
N 0.988 1.093 0.485
H 1.870 -1.903 -0.438
H -1.187 -1.440 0.248
H -2.780 1.483 -0.040
H 0.310 1.465 -0.189
```

Frontier orbital gap (Eh): 0.426
Energy above the lowest of the compared OMol25 structures with the same formula, charge and spin (kcal/mol): 129.5
LUMO energy (eV): 0.9
HOMO level (eV): -10.74
SMILES: [H]/N=C1/NO1.C#C
E_tot (Ha): -301.28086


# 5
# C3H4N2O

An isolated molecule of C3H4N2O (the ωB97M-V functional and the def2-TZVPD basis, the Open Molecules 2025 dataset).

Geometry as XYZ:
```
10
C3H4N2O | the Open Molecules 2025 dataset | the ωB97M-V functional and the def2-TZVPD basis
C -0.011 0.216 0.864
C 0.932 0.261 -1.056
C -0.206 -0.256 -1.247
H 0.061 0.471 3.008
H 1.770 0.556 -1.771
H -0.367 -0.719 -2.298
H -1.779 -0.899 0.081
N 1.045 0.670 0.282
N -0.839 -0.586 0.087
O -0.605 0.286 2.051
```

Frontier orbital gap (Eh): 0.339
Energy above the lowest of the compared OMol25 structures with the same formula, charge and spin (kcal/mol): 63.1
LUMO energy (eV): 0.4
HOMO level (eV): -8.82
SMILES: Oc1ncc[nH]1
E_tot (Ha): -301.38667


# 6
# C3H4N2O

A structure of composition C3H4N2O (the ωB97M-V functional and the def2-TZVPD basis, the Open Molecules 2025 dataset).

Geometry as XYZ:
```
10
C3H4N2O | the Open Molecules 2025 dataset | the ωB97M-V functional and the def2-TZVPD basis
O -1.970 0.127 0.188
C -0.635 0.065 0.096
C 0.383 0.936 0.411
C 1.613 0.249 0.206
N 1.277 -1.017 -0.284
N -0.093 -1.067 -0.399
H -2.212 0.976 0.579
H 0.266 1.949 0.777
H 1.943 -0.287 -0.970
H -0.571 -1.931 -0.604
```

Frontier orbital gap (Eh): 0.336
Energy above the lowest of the compared OMol25 structures with the same formula, charge and spin (kcal/mol): 101.3
LUMO energy (eV): 0.5
HOMO level (eV): -8.68
E_tot (Ha): -301.32578


The lowest energy above the lowest of the compared OMol25 structures with the same formula, charge and spin belongs to which entry? number 2